(1)
Molecular formula: C10H12F12N7O
Method: DFT, wB97M-V/def2-TZVPD

XYZ file:
```
42
Properties=species:S:1:pos:R:3
N -1.24100 -2.85614 2.70065
C 0.10027 -2.28886 2.34571
N 1.10178 -3.26874 2.90277
N 0.29588 -2.26040 0.87709
C 0.16915 -0.84687 3.04622
C 0.74355 0.30834 2.12966
N 2.06583 0.86119 2.29695
N 2.12023 1.81691 1.35310
N 0.97929 1.86660 0.65438
C 0.95931 2.92065 -0.39532
C 1.95826 2.56324 -1.63094
O 2.48744 1.23311 -1.55519
C 1.30156 2.82268 -3.06179
F 0.79261 1.64430 -3.65368
F 2.36987 3.21854 -3.91679
F 0.37858 3.87065 -3.09770
N 0.04472 0.97900 1.07011
C -1.31433 0.83060 0.52165
F -1.93792 2.10614 0.45118
F -2.16226 0.07071 1.35476
C -1.26169 0.27508 -0.98629
F -1.41345 1.41003 -1.82640
F -0.00227 -0.31241 -1.24022
C -2.35867 -0.82389 -1.34510
F -2.22602 -2.01683 -0.58521
F -3.65406 -0.33226 -1.04498
C -2.30892 -1.31716 -2.88552
F -1.16069 -2.06677 -3.16832
F -2.55432 -0.29685 -3.79456
F -3.38902 -2.22372 -3.02198
H -1.91171 -2.72865 1.93528
H -1.15256 -3.83282 2.99540
H 1.54534 -2.91002 3.75514
H 1.79735 -3.48998 2.17691
H -0.11463 -3.07656 0.41360
H 1.27164 -2.09863 0.60630
H -0.84769 -0.48710 3.43130
H 0.85266 -0.89373 3.96916
H 1.42124 3.85578 0.08567
H -0.07286 3.23232 -0.74425
H 2.86386 3.26808 -1.57010
H 3.46369 1.27446 -1.54869
```

Properties
- E_HOMO (eV) = -12.69
- charge = +1
- SMILES = NC(N)(N)Cc1nnn(C[C@@H](O)C(F)(F)F)[n+]1C(F)(F)C(F)(F)C(F)(F)C(F)(F)F


(2)
Molecular formula: C10H12F5NO4S2SiV
Method: DFT, wB97M-V/def2-TZVPD

XYZ file:
```
36
Properties=species:S:1:pos:R:3
V -0.66039 0.17735 -0.12272
C 3.54929 -4.73124 -2.38735
Si 2.86396 -3.03612 -2.87598
C 2.68787 -3.13119 -4.75510
C 4.21929 -1.79924 -2.51627
C 1.18396 -2.83370 -2.11226
C 0.28004 -3.90947 -2.22392
C -1.00467 -3.80070 -1.70150
C -1.36708 -2.64352 -1.04248
N -0.50609 -1.61442 -0.88267
C 0.74766 -1.68255 -1.45440
S 1.57774 -0.17460 -1.22891
H 4.48233 -4.93425 -2.92145
H 2.84315 -5.52931 -2.62724
H 3.75138 -4.78113 -1.31497
H 3.64141 -3.37697 -5.23214
H 2.33954 -2.17695 -5.15695
H 1.95788 -3.89412 -5.03683
H 5.15763 -2.13014 -2.97263
H 4.36127 -1.67656 -1.44174
H 3.95147 -0.81609 -2.90231
H 0.58115 -4.82525 -2.72385
H -1.72424 -4.60358 -1.80963
H -2.35067 -2.50488 -0.61026
O -1.84383 1.15477 -1.74542
S -2.34030 1.73777 -0.45141
O -2.66840 0.50658 0.38978
O -1.11356 2.30427 0.21336
O -3.43976 2.66483 -0.58377
F 1.47269 -0.27015 2.06859
C 0.09394 -0.29660 1.83344
F -0.39802 0.62040 2.77814
C -0.31951 -1.65165 2.42925
F 0.38006 -2.66543 1.88891
F -1.62401 -1.90874 2.23387
F -0.12096 -1.74694 3.77364
```

Properties
- E_HOMO (spin up / spin down) (eV) = -0.98 / 0.91
- charge = -2
- 2S+1 = 2


(3)
Molecular formula: C10H12FN
Method: DFT, wB97M-V/def2-TZVPD

XYZ file:
```
24
Properties=species:S:1:pos:R:3
C 1.45482 -1.38411 -1.66673
C 1.93490 -0.61447 -0.53059
N 1.88938 0.80995 -0.46108
F 3.08890 1.37460 0.01027
C 1.04964 0.07164 0.50886
C 1.35593 -0.03793 1.97729
C -0.40809 0.24574 0.16086
C -1.39492 -0.39799 0.90223
C -2.73016 -0.34327 0.53819
C -3.14017 0.76055 -0.22693
C -2.20912 1.56310 -0.79116
C -0.89262 1.15348 -0.76229
H 1.80665 -2.32159 -1.61083
H 2.01575 -0.99005 -2.56159
H 0.40650 -1.52254 -1.98215
H 2.86362 -1.16268 -0.01705
H 1.70488 -1.02401 2.40904
H 0.47561 0.32417 2.53466
H 2.19967 0.57396 2.19974
H -1.09403 -1.08723 1.74563
H -3.49262 -0.88593 1.04902
H -4.11027 1.09587 -0.32707
H -2.59268 2.32376 -1.49260
H -0.18153 1.47497 -1.60573
```

Properties
- E_HOMO (eV) = -8.88
- relative energy (zero: lowest compared OMol25 entry of this formula, charge and spin) (kcal/mol) = 85.3
- SMILES = C[C@H]1N(F)[C@@]1(C)c1ccccc1


(4)
Molecular formula: C10H12N
Method: DFT, wB97M-V/def2-TZVPD

XYZ file:
```
23
Properties=species:S:1:pos:R:3
C 2.91611 0.03727 0.37605
C -3.05945 -1.04262 1.10838
C -2.75300 0.43292 0.87246
C -0.72835 -0.51632 -0.38247
C -0.36420 0.94865 -0.45056
C -2.08544 -0.50255 -1.49828
C 0.99436 1.32029 -0.24539
C -2.18123 -0.54290 -0.02087
C -1.02586 0.39040 -1.86377
C 4.24669 -0.18758 -0.23436
N 2.11201 0.65113 -0.33162
H 2.65728 -0.33281 1.41150
H -2.59994 -1.62450 1.82569
H -3.88372 -1.53025 0.67941
H -3.49347 1.05676 0.51628
H -2.12306 0.84364 1.63264
H 0.02677 -1.24866 -0.53233
H -1.07253 1.58848 0.13020
H -2.42329 -1.25885 -2.19624
H 1.14233 2.41973 0.10840
H 4.24231 0.34098 -1.13967
H 5.09353 0.11819 0.43820
H 4.36214 -1.36141 -0.20366
```

Properties
- E_HOMO (spin up / spin down) (eV) = -12.09 / -12.09
- charge = +1
- relative energy (zero: lowest compared OMol25 entry of this formula, charge and spin) (kcal/mol) = 186.0


(5)
Molecular formula: C10H12N2O
Method: DFT, wB97M-V/def2-TZVPD

XYZ file:
```
25
Properties=species:S:1:pos:R:3
O 2.11194 -1.91112 0.14525
C 2.05181 -0.86804 0.91832
N 0.91811 -0.20783 1.21194
C 0.60817 0.35029 2.52826
C -0.88795 -0.07038 2.63266
C -1.39351 0.06423 1.23478
C -0.27623 -0.59461 0.45673
C -0.23543 -0.08242 -0.95629
C -0.26562 -0.87554 -2.14904
C -0.36096 -0.30274 -3.44311
C -0.20169 1.09223 -3.52871
N 0.05667 1.86490 -2.48394
C 0.01636 1.25096 -1.30894
H 2.87344 -0.47412 1.62380
H 1.32845 0.09469 3.26074
H 0.69895 1.41609 2.53824
H -0.76708 -1.08716 3.02368
H -1.46909 0.53439 3.30219
H -2.35123 -0.44131 0.94902
H -1.47255 1.14406 0.94571
H -0.45808 -1.62901 0.56497
H -0.16239 -1.99154 -2.16592
H -0.75891 -0.81496 -4.32227
H -0.08475 1.60934 -4.52571
H 0.48156 1.92958 -0.45235
```

Properties
- E_HOMO (eV) = -9.22
- relative energy (zero: lowest compared OMol25 entry of this formula, charge and spin) (kcal/mol) = 51.7
- SMILES = O=CN1CCC[C@H]1c1cccnc1


(6)
Molecular formula: C10H12N2O3
Method: DFT, wB97M-V/def2-TZVPD

XYZ file:
```
27
Properties=species:S:1:pos:R:3
C 0.10986 -1.18399 -0.98413
C -1.14453 -1.61445 -1.46314
C 2.77107 0.06710 0.06709
C -2.88988 -0.34044 -0.49298
C 3.96449 -0.26767 -0.27102
C 1.78002 -0.82241 0.79853
C 2.15672 1.34390 -0.41453
C 0.41805 -0.47194 0.22729
C 0.74269 1.14801 -0.11518
C -3.58783 0.49253 1.51212
N -2.34233 -1.31642 -1.18915
N 0.01725 2.09060 0.14640
O -3.55381 0.50157 -0.99532
O -1.01923 2.50892 0.52167
O -2.83959 -0.54749 0.87978
H 0.98279 -1.47051 -1.70296
H -0.98591 -2.48745 -2.05998
H 4.57013 0.50242 -0.72844
H 4.25584 -1.30632 -0.31853
H 2.03044 -1.91676 0.49362
H 1.78479 -0.55780 1.84400
H 2.46926 2.17629 0.10490
H 2.16718 1.61330 -1.47647
H -0.54405 -0.48088 0.89377
H -3.01824 0.84390 2.29274
H -4.59203 0.12438 1.65222
H -3.70314 1.37159 0.77771
```

Properties
- E_HOMO (spin up / spin down) (eV) = -8.80 / -8.76
- relative energy (zero: lowest compared OMol25 entry of this formula, charge and spin) (kcal/mol) = 123.3


(7)
Molecular formula: C10H12N2O3
Method: DFT, wB97M-V/def2-TZVPD

XYZ file:
```
27
Properties=species:S:1:pos:R:3
C -4.60339 -0.64021 0.15973
C -4.15934 0.77413 -0.26911
C -2.40154 -1.26307 0.05638
C -0.57614 3.52440 0.33291
C 0.15752 2.51864 -0.10061
C -1.23720 -2.19475 -0.06260
C 0.01801 -1.35446 0.24248
C -0.30334 0.07031 -0.18028
C 1.26019 -1.88192 -0.46813
C 0.30565 1.20345 0.60574
N -3.63954 -1.61778 0.10743
N -1.98526 -0.00116 0.15958
O -5.74436 -0.83882 0.48453
O -4.87630 1.64061 -0.66854
O -2.81343 1.04722 -0.16944
H -0.65058 4.44886 -0.21374
H -1.13448 3.46274 1.25177
H 0.70747 2.60046 -1.02903
H -1.34970 -3.05366 0.59708
H -1.21778 -2.56827 -1.08989
H 0.19113 -1.36410 1.32351
H -0.26180 0.22641 -1.25808
H 1.11040 -1.89881 -1.54553
H 1.48279 -2.89032 -0.13202
H 2.11949 -1.25156 -0.25138
H 1.36975 0.97778 0.72728
H -0.14719 1.24701 1.59653
```

Properties
- E_HOMO (spin up / spin down) (eV) = -5.56 / -9.28
- relative energy (zero: lowest compared OMol25 entry of this formula, charge and spin) (kcal/mol) = 15.9
- 2S+1 = 3


(8)
Molecular formula: C10H12N2S
Method: DFT, wB97M-V/def2-TZVPD

XYZ file:
```
25
Properties=species:S:1:pos:R:3
C -1.14231 1.85904 -2.53652
C -1.03551 1.29606 -1.18897
C 0.28589 0.67256 -1.10164
C 0.78821 0.01377 0.20585
C 1.55250 -1.16529 0.17496
C 2.10942 -1.74890 1.34546
C 1.84429 -1.19785 2.66562
C 0.87001 -0.21312 2.63680
C 0.45069 0.39437 1.48642
N -2.06277 0.16091 -1.01112
N -1.78372 -1.04067 -0.48160
C -1.75759 -2.13621 0.06968
S -1.39713 -3.38158 0.95917
H -0.67288 2.84020 -2.64779
H -2.17129 2.15194 -2.61620
H -0.79978 1.20431 -3.33292
H -1.38017 1.86577 -0.24010
H 1.04508 1.61245 -0.95027
H 0.48416 0.09553 -1.89940
H 2.09237 -1.55764 -0.63046
H 2.92955 -2.44162 1.06248
H 2.30755 -1.49059 3.64140
H 0.40512 0.15151 3.48913
H -0.17264 1.31188 1.52612
H -2.78906 0.74318 -0.62610
```

Properties
- E_HOMO (eV) = -7.81
- relative energy (zero: lowest compared OMol25 entry of this formula, charge and spin) (kcal/mol) = 96.2
- SMILES = C[C@H](Cc1ccccc1)NN=C=S